The following is a DFT calculation (ωB97M-V/def2-TZVPD) of 3 unconnected molecules or ions with the total composition C19H46N3O3.

As for the charge: -1. The value obtained for the total energy is -31059.406 eV. The calculation puts the LUMO energy at 0.108 Eh. For the HOMO-LUMO gap, the calculation gives 4.75 eV. The highest occupied orbital energy is -1.803 eV.

Each line ends with the Mulliken charge.
Positions of all 71 atoms, in Å:
C: 5.2525 -4.4802 1.0467  -0.66
O: 5.8766 -3.4930 0.2631  -0.42
C: 5.3369 -2.1844 0.3160  -0.46
C: 4.9615 -1.6722 -1.0650  -0.57
C: 4.1876 -2.6548 -1.9415  -1.06
C: 3.0489 -3.4277 -1.2534  0.07
C: 1.6696 -3.1429 -1.8406  -0.90
C: 0.5296 -3.6051 -0.9427  -1.05
C: 0.3089 -2.8134 0.3463  -0.88
C: 0.2755 -1.2927 0.1917  -0.28
C: 1.6082 -0.5778 0.2716  0.78
C: 1.4680 0.9429 -0.0805  -0.76
N: 0.5321 1.3060 -1.1084  -0.66
H: 4.9045 -5.2954 0.4114  0.22
H: 5.9640 -4.8841 1.7696  0.28
H: 4.3937 -4.0911 1.5952  0.29
H: 6.1056 -1.5196 0.7186  0.40
H: 4.4728 -2.1275 0.9811  0.29
H: 5.8912 -1.4163 -1.5789  0.42
H: 4.4093 -0.7406 -0.9386  0.26
H: 4.8870 -3.3487 -2.4039  0.36
H: 3.7436 -2.0734 -2.7518  0.38
H: 3.2463 -4.4970 -1.3628  0.56
H: 3.0157 -3.2365 -0.1807  -0.13
H: 1.5654 -2.0781 -2.0557  0.37
H: 1.5993 -3.6524 -2.8060  0.54
H: 0.7219 -4.6502 -0.6705  0.37
H: -0.3897 -3.6087 -1.5312  0.41
H: 1.0152 -3.1232 1.1230  0.29
H: -0.6741 -3.1258 0.7123  0.34
H: -0.3225 -0.8880 1.0127  0.28
H: -0.2616 -1.0392 -0.7209  0.24
H: 1.9665 -0.6487 1.3088  0.34
H: 2.3734 -1.0392 -0.3579  -0.96
H: 2.4901 1.3164 -0.2860  0.42
H: 1.1478 1.4169 0.8673  0.08
H: 1.0343 1.3257 -1.9955  -0.01
C: -5.2795 0.6033 -1.5960  -1.42
C: -4.9220 -0.8521 -1.3088  0.35
C: -4.2702 -1.0890 0.0602  -0.79
O: -2.9303 -0.6921 0.1514  -0.27
C: -2.7000 0.6998 0.3237  -0.41
N: -4.1026 -1.3661 -2.4094  -0.79
H: -4.4043 1.1775 -1.8958  0.31
H: -5.9974 0.6537 -2.4158  0.36
H: -5.7215 1.0845 -0.7212  0.34
H: -5.8588 -1.4219 -1.3004  0.42
H: -4.2611 -2.1697 0.2384  0.33
H: -4.8692 -0.6312 0.8638  0.37
H: -3.4688 1.1536 0.9608  0.39
H: -2.6539 1.2125 -0.6366  0.10
H: -1.7214 0.8134 0.7841  -0.09
H: -3.9646 -2.3645 -2.2877  0.29
H: -3.1711 -0.9644 -2.3194  0.37
C: -0.6591 6.1919 2.0923  -1.46
C: -1.4533 5.0818 2.7732  0.27
C: -1.5896 3.8006 1.9443  -0.28
O: -2.5026 3.8770 0.8714  -0.36
C: -2.0033 4.4829 -0.3076  -0.84
N: -2.7533 5.6151 3.1995  -0.78
H: -1.2607 6.7196 1.3523  0.31
H: -0.3389 6.9275 2.8310  0.36
H: 0.2273 5.7956 1.5948  0.35
H: -0.9052 4.7980 3.6774  0.41
H: -1.9867 3.0192 2.5989  0.35
H: -0.6132 3.4522 1.5831  0.11
H: -0.9454 4.2504 -0.4553  0.36
H: -2.1518 5.5679 -0.3012  0.28
H: -2.5630 4.0667 -1.1441  0.27
H: -3.2279 4.9198 3.7672  0.28
H: -3.3322 5.7065 2.3687  0.33


The following is a DFT calculation (ωB97M-V/def2-TZVPD) of a molecular structure, C19H47BCrF4N2O13.

As for the multiplicity: 5. As for the charge: +2. The value obtained for the total energy is -90024.657 eV. The calculation puts the LUMO energy (spin up / spin down) at -0.230 / -0.234 Eh. For the HOMO-LUMO gap (spin up / spin down), the calculation gives 7.97 / 8.06 eV. The highest occupied orbital energy (spin up / spin down) is -14.244 / -14.418 eV.

Each line ends with the Mulliken charge.
Positions of all 87 atoms, in Å:
Cr: 18.8780 1.6195 -13.0609  0.77
N: 14.3591 5.7892 -13.2038  0.10
H: 15.1126 5.2187 -12.7914  -0.17
H: 13.4623 5.2818 -13.1211  0.44
H: 14.6352 5.8156 -14.1832  0.39
H: 14.4295 6.7770 -12.9244  0.50
N: 17.4469 3.5034 -15.7884  -0.09
H: 17.6605 3.2140 -16.7441  0.45
H: 18.3059 3.7424 -15.3031  0.31
H: 16.9911 2.7251 -15.2717  -0.41
H: 16.7778 4.2645 -15.8773  0.32
C: 15.5316 -0.1550 -14.0528  -0.48
C: 16.6221 0.0661 -15.1132  0.43
C: 16.0278 0.7191 -16.3601  -1.32
O: 17.6862 0.8493 -14.6242  -0.61
H: 15.0751 0.7837 -13.7376  -0.26
H: 15.9642 -0.5662 -13.1376  -0.14
H: 14.8341 -0.9166 -14.4017  0.56
H: 17.0280 -0.9131 -15.3820  0.46
H: 15.6001 1.6920 -16.0965  0.20
H: 15.2617 0.0618 -16.7679  0.45
H: 16.8188 0.9220 -17.0852  0.29
B: 16.4490 3.6606 -12.2965  -1.14
F: 15.5327 3.6782 -11.2893  -0.15
F: 17.5083 2.7552 -12.0106  1.05
F: 15.8449 3.2427 -13.5086  0.16
F: 16.9956 4.9274 -12.4922  -0.21
C: 18.7326 4.7469 -8.4233  -1.50
C: 18.9621 3.9594 -9.7038  0.58
O: 20.3272 3.5278 -9.6858  -0.30
C: 20.7872 2.6248 -10.5335  0.71
O: 20.1260 2.0299 -11.3712  -0.33
O: 22.0647 2.4281 -10.3670  -0.31
C: 22.8659 2.9180 -9.2938  -0.66
H: 17.7626 5.2449 -8.4438  0.39
H: 19.4940 5.4909 -8.1919  0.39
H: 18.6845 4.0621 -7.5766  0.37
H: 18.6492 4.4626 -10.6139  -0.02
H: 18.3321 3.0776 -9.5702  -0.10
H: 22.3639 2.9943 -8.3296  0.30
H: 23.2203 3.9218 -9.5243  0.30
H: 23.7050 2.2413 -9.1629  0.28
C: 10.6999 3.1335 -16.1817  -1.25
C: 11.9906 2.5387 -15.6821  -0.11
O: 11.9621 2.0465 -14.3495  -0.32
C: 11.9942 2.8984 -13.3488  0.95
O: 12.2228 4.1011 -13.3840  -0.90
O: 11.8079 2.2025 -12.2540  -0.34
C: 11.9119 2.8800 -11.0013  -0.31
H: 10.8347 3.5213 -17.1890  0.37
H: 10.3305 3.8709 -15.4660  0.31
H: 9.8645 2.4307 -16.2081  0.34
H: 12.7987 3.2564 -15.8616  0.16
H: 12.3306 1.7226 -16.3200  0.42
H: 12.9802 3.0105 -10.8156  -0.12
H: 11.4621 2.2997 -10.2031  0.30
H: 11.4750 3.8747 -11.0730  0.34
C: 14.5383 0.6283 -9.2632  -1.39
C: 15.5758 0.6231 -10.3940  1.42
O: 16.3457 -0.5533 -10.2716  -0.31
C: 17.5771 -0.6263 -10.7195  0.68
O: 18.1623 0.1395 -11.4801  -0.14
O: 18.0670 -1.7549 -10.2892  -0.38
C: 19.4083 -2.1419 -10.5489  -0.64
H: 14.0399 -0.3380 -9.1648  0.41
H: 13.7773 1.3855 -9.4345  0.20
H: 14.9599 0.7537 -8.2653  0.38
H: 16.1495 1.5491 -10.3232  -0.41
H: 15.1065 0.7236 -11.3748  -0.34
H: 20.1154 -1.6520 -9.8836  0.28
H: 19.6108 -1.9742 -11.6080  0.26
H: 19.5068 -3.2192 -10.4359  0.29
C: 14.4406 12.3418 -13.8994  -1.27
C: 14.3715 10.8708 -13.5017  -0.14
O: 15.7131 10.4325 -13.3993  -0.27
C: 15.9787 9.2887 -12.7669  0.80
O: 15.1712 8.4068 -12.5379  -0.80
O: 17.2667 9.2152 -12.5640  -0.32
C: 17.7691 8.1209 -11.8156  -0.48
H: 14.9787 12.9202 -13.1486  0.32
H: 13.4440 12.7605 -14.0206  0.39
H: 15.0321 12.3988 -14.8136  0.32
H: 13.7516 10.3799 -14.2545  0.26
H: 13.8804 10.7985 -12.5296  0.33
H: 17.0743 7.9421 -10.9917  0.31
H: 18.7137 8.3611 -11.3361  0.34
H: 17.8189 7.2141 -12.4148  0.09


The following is a DFT calculation (ωB97M-V/def2-TZVPD) of a molecular structure, C19H47N4O15V.

As for the charge: -2. The value obtained for the total energy is -82817.077 eV. The calculation puts the LUMO energy at -0.016 Eh. The calculation puts the relative energy (zero: lowest compared OMol25 entry of this formula, charge and spin) at 1152.7 kJ/mol. For the HOMO-LUMO gap, the calculation gives 2.17 eV. The highest occupied orbital energy is -2.602 eV.

Each line ends with the Mulliken charge.
Positions of all 86 atoms, in Å:
O: -1.6081 1.0229 -0.9424  -0.64
V: -2.7748 2.1422 -0.7771  1.79
O: -3.0277 2.3612 0.7453  -0.57
O: -8.9719 -1.1254 -2.4503  -0.45
C: -8.1181 -0.1677 -2.6732  0.73
O: -8.3789 0.8851 -3.2563  -0.66
O: -6.9753 -0.2518 -2.1155  -0.75
H: -8.2415 -1.5288 -1.9755  0.30
O: -5.5528 7.4536 1.9783  -0.48
C: -5.5630 7.7920 0.6618  0.67
O: -5.8730 8.9722 0.3790  -0.74
O: -5.3381 6.8666 -0.1209  -0.70
H: -5.1410 6.5993 1.8290  0.30
O: -2.6994 2.9346 -8.0814  -0.46
C: -2.9705 3.8427 -7.1521  0.69
O: -3.2278 5.0148 -7.3314  -0.65
O: -3.0999 3.4386 -5.9569  -0.69
H: -2.4584 2.3629 -7.3488  0.31
C: 5.4821 -0.2178 -4.7828  -1.43
C: 4.5486 0.2878 -5.9567  0.47
C: 3.4372 -0.7906 -6.2388  -0.70
O: 2.2762 -0.4338 -7.0661  -0.30
C: 2.2438 -0.9593 -8.3530  -0.65
N: 3.9655 1.5575 -5.4812  -0.68
H: 4.9563 -0.1476 -3.8306  0.41
H: 6.3645 0.4100 -4.6590  0.39
H: 5.8693 -1.2101 -5.0138  0.34
H: 5.1245 0.5182 -6.8530  0.24
H: 3.0926 -1.0254 -5.2318  0.30
H: 3.9046 -1.7183 -6.5690  0.38
H: 2.5337 -2.0100 -8.3586  0.30
H: 2.9240 -0.4143 -9.0075  0.26
H: 1.2152 -0.7447 -8.6429  0.22
H: 3.4085 1.9567 -6.2232  0.23
H: 4.7069 2.1866 -5.2082  0.22
C: 2.7692 4.2486 2.1536  -1.50
C: 2.2716 5.6566 1.7375  0.56
C: 3.3483 6.7249 1.6303  -0.87
O: 2.9874 8.0346 2.0202  -0.35
C: 4.1210 8.8329 1.9551  -0.71
N: 1.5289 5.6091 0.4605  -0.69
H: 1.9943 3.4925 2.0276  0.40
H: 3.0700 4.2376 3.2012  0.39
H: 3.5884 3.8450 1.5584  0.36
H: 1.6001 6.0444 2.5035  0.26
H: 3.9069 6.6933 0.6949  0.32
H: 4.1036 6.3138 2.3002  0.42
H: 3.9023 9.8603 1.6643  0.26
H: 4.9580 8.4170 1.3942  0.34
H: 4.4683 8.8395 2.9883  0.27
H: 2.2009 5.0920 -0.0883  0.27
H: 1.5148 6.5455 0.0823  0.28
C: 3.1427 -6.3687 4.1854  -1.33
C: 3.7970 -7.1634 2.9903  0.37
C: 3.3471 -6.5539 1.5851  -0.61
O: 1.9813 -6.7721 1.4632  -0.28
C: 1.3888 -6.3945 0.2275  -0.74
N: 5.2537 -7.3821 3.1266  -0.71
H: 3.2473 -5.2846 4.1425  0.32
H: 3.6071 -6.6802 5.1210  0.37
H: 2.0641 -6.5236 4.1557  0.36
H: 3.3441 -8.1515 2.9090  0.23
H: 3.8765 -7.0945 0.8005  0.34
H: 3.5155 -5.4781 1.5368  0.34
H: 0.3531 -6.6896 0.3955  0.26
H: 1.6871 -6.9518 -0.6605  0.28
H: 1.4109 -5.3112 0.1088  0.30
H: 5.4933 -7.9483 3.9279  0.26
H: 5.7320 -6.5339 3.3947  0.24
C: -6.4073 -2.8550 4.0363  -1.40
C: -5.2244 -3.8068 4.3226  0.46
C: -4.2884 -3.1626 5.4130  -0.70
O: -3.6728 -2.0393 4.8824  -0.30
C: -3.0375 -1.3015 5.9872  -0.81
N: -5.8279 -5.0011 4.8531  -0.76
H: -6.9836 -3.2629 3.2059  0.43
H: -5.9774 -1.9556 3.5955  0.35
H: -7.0609 -2.6661 4.8879  0.32
H: -4.7300 -4.0485 3.3817  0.28
H: -3.4653 -3.8382 5.6457  0.32
H: -4.6989 -2.9546 6.4011  0.38
H: -2.2476 -1.8506 6.4996  0.30
H: -3.7349 -0.9552 6.7499  0.34
H: -2.6555 -0.3736 5.5614  0.28
H: -5.1548 -5.7542 4.8593  0.24
H: -6.4423 -5.2397 4.0878  0.28


The following is a DFT calculation (ωB97M-V/def2-TZVPD) of 4 unconnected molecules or ions with the total composition C19H48BrN3O2.

As for the multiplicity: 2. As for the charge: +3. The value obtained for the total energy is -99060.777 eV. The calculation puts the LUMO energy (spin up / spin down) at -0.254 / -0.464 Eh. For the HOMO-LUMO gap (spin up / spin down), the calculation gives 10.20 / 4.49 eV. The highest occupied orbital energy (spin up / spin down) is -17.113 / -17.113 eV.

Each line ends with the Mulliken charge.
Positions of all 73 atoms, in Å:
C: -5.8466 -1.2786 3.6922  -0.79
N: -4.4076 -1.7014 3.2841  -0.03
C: -4.2118 -1.6313 1.7252  -1.03
C: -3.5150 -0.6208 3.8289  -0.82
C: -4.1123 -3.1362 3.7905  -0.46
C: -2.7951 -3.7112 3.2368  -0.39
O: -1.7388 -2.9364 3.6328  -0.52
H: -6.0745 -0.3584 3.1542  0.36
H: -5.9775 -1.0658 4.7532  0.36
H: -6.3922 -2.1757 3.3998  0.40
H: -3.1637 -1.7588 1.4543  0.15
H: -4.5058 -0.7162 1.2112  0.48
H: -4.6558 -2.4008 1.0936  0.51
H: -3.9097 0.3033 3.4067  0.44
H: -2.5084 -0.6847 3.4156  0.30
H: -3.5687 -0.6441 4.9173  0.39
H: -5.0081 -3.6840 3.4981  0.38
H: -4.1220 -3.0418 4.8764  0.43
H: -2.8798 -3.8308 2.1567  0.22
H: -2.5894 -4.7199 3.5951  0.45
H: -1.3328 -2.5365 2.8602  0.11
C: -4.1541 -3.1861 -3.5106  -0.94
N: -3.0134 -2.6076 -2.6609  0.00
C: -3.7416 -1.7357 -1.6634  -0.76
C: -2.2954 -3.8179 -2.1431  -0.76
C: -2.1110 -1.6840 -3.5643  -0.54
C: -0.8122 -1.1593 -2.9981  -0.43
O: -1.1980 -0.2473 -1.9516  -0.44
H: -4.7491 -3.9193 -2.9661  0.43
H: -3.7190 -3.6258 -4.4080  0.43
H: -4.7599 -2.3497 -3.8593  0.42
H: -4.2661 -0.8958 -2.1188  0.32
H: -3.0738 -1.4187 -0.8623  0.09
H: -4.5426 -2.3843 -1.3085  0.54
H: -1.6356 -3.3650 -1.4031  0.33
H: -1.7602 -4.3496 -2.9298  0.30
H: -3.0327 -4.4339 -1.6283  0.37
H: -2.8194 -0.9356 -3.9195  0.41
H: -1.7647 -2.3138 -4.3838  0.36
H: -0.3296 -0.4461 -3.6665  0.38
H: -0.0296 -1.8645 -2.7180  0.37
H: -0.8503 -0.4568 -1.0817  0.09
C: 7.3569 6.2178 -0.2716  -1.29
C: 6.7083 5.0296 0.5903  -0.60
C: 6.0119 3.9654 -0.2691  -0.35
C: 4.8194 3.3257 0.5391  -0.85
N: 3.8827 2.6032 -0.3927  0.29
C: 2.7339 1.8263 0.3911  -0.90
C: 2.3255 0.6718 -0.5917  0.48
C: 3.5392 0.2595 -1.3417  -0.82
C: 4.5915 1.3942 -1.0320  -0.71
C: 3.1614 3.5205 -1.4612  -0.88
H: 6.6515 6.9384 -0.6855  0.37
H: 8.0770 5.8351 -0.9948  0.33
H: 7.9954 6.7201 0.4551  0.40
H: 6.0457 5.5371 1.2914  0.36
H: 7.4953 4.5704 1.1885  0.36
H: 6.7243 3.2874 -0.7391  0.40
H: 5.5918 4.5151 -1.1114  0.29
H: 4.1921 4.1365 0.9097  0.42
H: 5.0753 2.6950 1.3905  0.33
H: 1.9243 2.4157 0.8214  0.47
H: 3.2595 1.4078 1.2494  0.39
H: 1.5093 1.0442 -1.2109  0.30
H: 1.9078 -0.1748 -0.0468  -0.31
H: 3.3294 0.1828 -2.4086  0.28
H: 3.8972 -0.7294 -1.0552  0.38
H: 5.1306 1.6678 -1.9390  0.42
H: 5.3467 1.0398 -0.3303  0.42
H: 2.7272 4.3989 -0.9838  0.33
H: 2.3777 2.9688 -1.9804  0.37
H: 3.8615 3.7518 -2.2641  0.37
Br: -0.2762 -1.4954 1.0459  0.05